23
Properties=species:S:1:pos:R:3:forces:R:3:lowdin_charge:R:1 method="wB97M-V/def2-TZVPD" e_tot_ha=-424.81005 lumo_ev=0.403 smiles=CCC.O.O.O.O relative_energy_kj_mol=122.8 charge=0 mol_weight_g_mol=116.157 orbital_gap_ev=11.2 spin_multiplicity=1 e_homo_ev=-10.75
O -0.804905 3.680271 0.745038 -0.80 1.31 -0.74 -0.056
O -1.211790 -2.826252 -0.457739 -0.58 0.16 0.60 -0.074
O -2.105909 1.347569 2.770019 -0.14 0.29 -0.02 -0.052
O 0.906279 -3.389678 -1.893490 0.95 0.45 -0.38 -0.064
C 0.402266 0.640154 0.854159 0.61 -0.81 -0.10 -0.119
C 1.443781 0.603113 -1.553749 -0.73 1.49 -0.01 -0.106
C 0.332923 0.175590 -0.600483 -0.41 -1.22 0.28 -0.308
H 0.085019 3.812972 1.062188 0.05 -0.77 0.25 0.026
H -0.914753 -2.883905 0.457102 -0.09 -0.03 -0.07 0.037
H 2.293345 1.045094 -1.029465 0.44 -0.87 -0.01 0.072
H 1.639856 -0.158507 -2.299794 0.62 -0.17 0.15 0.055
H 1.129565 1.478144 -2.139726 -0.28 -0.16 0.01 0.071
H 1.125696 0.018973 1.396247 0.44 0.29 -0.23 0.078
H -2.758926 0.734689 2.421346 0.00 -0.12 0.09 0.045
H -1.184214 -3.732389 -0.777188 0.19 0.04 -0.15 0.033
H -0.501534 0.388263 1.396901 -0.37 0.53 -0.28 0.039
H 0.692809 1.674235 0.954097 -0.14 0.27 0.23 0.050
H 0.321926 -0.914626 -0.500280 0.18 -0.02 -0.33 0.057
H -1.166093 2.798063 0.805594 0.63 -0.34 0.56 0.000
H -0.649205 0.336668 -1.050088 0.02 0.46 0.07 0.106
H -1.458670 0.821694 3.245951 -0.07 -0.10 0.06 0.036
H 0.888109 -2.683684 -2.553021 -0.38 -0.29 -0.23 0.039
H 1.494424 -2.966451 -1.253619 -0.13 -0.40 0.25 0.038

=====

64
Properties=species:S:1:pos:R:3:forces:R:3:mulliken_spin:R:1 method="wB97M-V/def2-TZVPD" e_tot_ha=-3130.28807 lumo_ev="-5.282 / -9.222" charge=+2 mol_weight_g_mol=627.739 orbital_gap_ev="9.6 / 5.6" spin_multiplicity=8 e_homo_ev="-14.86 / -14.85"
Gd 0.247829 0.318280 -0.575713 -1.91 1.41 -0.34 6.570
S -2.101703 -0.209787 -1.975843 -0.22 -0.22 0.09 0.263
P 3.409980 -0.363540 -1.317082 -0.36 0.24 -0.09 0.002
P 1.318276 -2.384679 -0.332413 0.32 -0.46 0.46 0.001
O 0.794285 -1.750590 -1.731544 0.03 -0.51 -0.37 0.030
O 0.521325 -1.472057 0.615240 0.36 -0.89 0.28 0.049
O 4.762842 0.169383 -0.688451 0.02 0.05 0.19 0.001
O 2.293238 0.660983 -1.001002 1.78 -0.57 -0.49 0.044
O 1.275999 -3.850063 -0.317458 0.01 0.11 0.06 0.002
O 3.534436 -0.912304 -2.682089 -0.03 0.02 0.09 0.000
N -4.080701 -1.884022 -2.112197 0.01 -0.11 -0.09 0.009
N 3.885761 -2.970372 -0.883993 -0.09 0.16 0.47 0.000
N -2.571310 -2.366419 -0.401442 0.32 -0.01 0.30 0.005
C 0.402080 1.628384 1.899414 -0.03 -0.16 0.29 0.011
C 3.086969 -1.832448 -0.226622 0.29 -0.37 0.05 0.003
C -2.976392 -1.630078 -1.423097 -0.19 -0.05 -0.28 -0.017
C -1.755913 0.491926 2.516119 -0.07 -0.06 0.05 0.003
C -3.093038 2.154322 0.497174 -0.05 0.00 -0.04 0.001
C 1.352765 4.033459 -0.886239 0.07 0.02 -0.06 -0.003
C 0.546688 3.088059 -0.034713 0.15 0.19 -0.05 0.019
C -0.965131 1.414025 1.624845 -0.09 -0.02 0.42 -0.014
C -1.586799 2.101399 0.580823 -0.42 0.18 0.06 0.024
C 0.981561 0.976995 3.129523 0.05 -0.08 0.06 -0.001
C -5.182176 -2.821908 -1.835406 0.07 0.36 -0.06 0.002
C -2.894957 -3.756904 -0.018023 0.03 0.19 -0.09 0.001
C 3.530711 -1.688180 1.234956 -0.01 0.00 -0.14 0.002
C -0.805307 2.850761 -0.315583 -0.22 0.45 -0.09 -0.005
C -1.456844 3.456666 -1.534866 -0.05 0.07 -0.05 0.001
C 2.591313 2.793210 1.397242 0.09 -0.03 -0.04 0.000
C 1.148990 2.492176 1.089928 0.25 0.00 -0.02 -0.007
H -3.531098 2.040473 1.485482 0.00 0.01 0.01 0.000
H 0.909637 -2.307700 -2.515962 0.02 0.24 -0.09 -0.003
H -6.029784 -2.464289 -2.411595 -0.07 -0.05 0.03 0.000
H 5.302763 0.734396 -1.256617 0.05 -0.02 -0.08 0.000
H -1.727913 4.501465 -1.360479 0.00 -0.02 0.02 -0.001
H -1.183457 -0.398821 2.773690 0.03 0.01 0.00 0.000
H 3.334162 -2.588186 1.820176 -0.04 -0.04 -0.07 0.000
H -3.411150 3.123170 0.116874 0.01 -0.01 0.01 0.000
H -4.210953 -1.275562 -2.905887 -0.04 -0.04 -0.02 0.002
H -0.797384 3.448112 -2.401698 0.04 -0.04 0.01 -0.001
H 3.101301 1.954516 1.865382 -0.03 0.00 -0.02 0.000
H -3.525384 1.394155 -0.154117 0.04 -0.03 -0.01 0.001
H -4.951096 -3.834209 -2.155125 0.02 -0.02 -0.04 0.000
H 4.595142 -1.454414 1.279633 -0.01 -0.01 0.01 0.000
H 2.667481 3.645412 2.078609 -0.03 -0.02 -0.01 0.000
H 0.338646 1.159587 3.991889 0.01 0.03 -0.03 0.000
H -1.770314 -1.991043 0.090563 -0.07 -0.12 -0.03 0.009
H -3.712759 -4.162499 -0.595805 0.09 0.06 -0.02 0.000
H -2.017746 0.980804 3.458702 0.00 0.01 -0.03 -0.001
H 1.968011 1.352327 3.378641 -0.02 0.02 -0.01 0.000
H -2.012840 -4.369592 -0.188213 0.04 -0.04 0.05 0.000
H 3.994362 -2.759819 -1.883654 0.00 0.15 -0.24 0.000
H 1.879021 4.748731 -0.254286 -0.03 0.00 0.01 0.000
H -2.364197 2.924062 -1.807116 -0.01 -0.01 0.00 0.000
H -3.168568 -3.784122 1.033041 0.03 0.01 0.05 0.000
H 2.995653 -0.865538 1.705880 -0.03 0.03 -0.04 -0.001
H 1.047043 -0.110081 3.023717 -0.01 0.03 -0.05 0.001
H -2.683569 0.170316 2.047936 0.01 0.01 -0.01 0.000
H 0.732602 4.601534 -1.570322 -0.01 0.02 0.01 0.000
H -5.446960 -2.799941 -0.780832 0.01 -0.01 0.00 0.000
H 3.146963 3.041977 0.497261 -0.03 -0.01 0.01 0.000
H 2.114089 3.513301 -1.474423 -0.04 -0.04 0.03 0.000
H 4.812173 -3.041619 -0.459550 0.04 0.00 -0.06 0.000
H 3.391331 -3.863589 -0.763281 -0.10 -0.02 0.07 0.000